No. 1
A structure of composition C22H25N3O4PdSe, computed with ωB97M-V/def2-TZVPD.

Geometry as XYZ:
```
56
Properties=species:S:1:pos:R:3
Pd -0.615 1.352 1.239
O 1.455 3.210 4.240
C 0.715 2.491 3.558
O 1.077 1.833 2.484
C -0.756 2.642 3.882
C -1.293 3.335 4.952
C -2.604 3.590 4.973
C -3.388 3.176 3.835
C -2.851 2.494 2.771
N -1.513 2.246 2.841
C -3.546 1.780 1.633
O -4.760 1.736 1.632
O -2.725 1.309 0.742
H -0.612 3.562 5.823
H -3.132 4.034 5.833
H -4.435 3.191 3.924
C -1.683 -3.664 -2.154
C -1.770 -3.268 -0.673
C -2.715 -2.117 -0.329
C -2.349 -0.748 -0.880
N -0.944 -0.584 -0.986
C -0.099 -0.153 0.041
Se -0.271 -1.215 1.728
N 1.134 0.039 -0.612
C 2.398 0.157 0.097
C 3.152 -1.165 0.156
C 4.416 -1.391 -0.845
C 5.483 -0.377 -0.651
C 0.952 -0.015 -2.001
C 1.772 0.385 -3.032
C 1.211 0.519 -4.269
C -0.113 0.117 -4.572
C -0.950 -0.312 -3.525
C -0.403 -0.330 -2.241
H -0.669 -3.973 -2.484
H -1.890 -2.823 -2.847
H -2.282 -4.526 -2.428
H -0.829 -3.066 -0.262
H -2.160 -4.153 -0.118
H -2.719 -1.987 0.750
H -3.703 -2.467 -0.621
H -2.664 0.052 -0.153
H -2.811 -0.565 -1.828
H 2.271 0.620 1.104
H 3.017 0.885 -0.519
H 2.443 -1.987 0.090
H 3.484 -1.233 1.160
H 3.981 -1.442 -1.846
H 4.795 -2.395 -0.623
H 6.232 -0.283 -1.469
H 6.049 -0.510 0.317
H 5.013 0.592 -0.570
H 2.776 0.735 -2.894
H 1.760 1.001 -5.071
H -0.353 0.097 -5.611
H -1.979 -0.430 -3.692
```

Results
total charge: -2
energy: -104706.1212 eV
LUMO energy (spin up / spin down): 4.91 / 4.91 eV
2S+1: 1

=====

No. 2
The molecule C22H25N3O4S, computed with ωB97M-V/def2-TZVPD.

Geometry as XYZ:
```
55
Properties=species:S:1:pos:R:3
C -7.789 -1.536 -1.667
C -6.623 -0.651 -1.254
O -5.616 -1.508 -0.733
C -4.457 -1.051 -0.242
C -3.608 -2.030 0.255
C -2.367 -1.713 0.795
C -1.947 -0.410 0.854
S -0.333 -0.066 1.536
O -0.405 0.970 2.525
O 0.257 -1.319 1.926
N 0.425 0.601 0.185
C 0.776 -0.370 -0.827
C 2.084 -1.104 -0.510
N 3.133 -0.122 -0.316
C 4.466 -0.554 -0.380
C 4.825 -1.901 -0.343
C 6.147 -2.297 -0.424
C 7.153 -1.356 -0.533
C 6.819 -0.015 -0.593
C 5.496 0.393 -0.536
O 5.243 1.754 -0.609
C 4.556 2.155 -1.776
C 2.805 0.776 0.783
C 1.511 1.520 0.467
C -2.761 0.627 0.371
C -2.381 1.985 0.417
C -3.226 2.939 -0.081
C -4.452 2.526 -0.626
N -4.838 1.283 -0.677
C -4.036 0.315 -0.194
H -8.588 -0.924 -2.074
H -8.164 -2.085 -0.808
H -7.469 -2.251 -2.420
H -6.932 0.070 -0.491
H -6.233 -0.094 -2.112
H -3.941 -3.055 0.212
H -1.718 -2.483 1.181
H -0.046 -1.084 -0.897
H 0.869 0.163 -1.779
H 2.344 -1.743 -1.356
H 1.925 -1.721 0.386
H 4.062 -2.653 -0.223
H 6.389 -3.349 -0.385
H 8.188 -1.659 -0.583
H 7.580 0.744 -0.696
H 3.614 1.613 -1.895
H 4.360 3.220 -1.662
H 5.176 1.993 -2.665
H 3.619 1.486 0.927
H 2.658 0.203 1.714
H 1.208 2.124 1.323
H 1.640 2.163 -0.409
H -1.433 2.240 0.862
H -2.969 3.986 -0.057
H -5.149 3.246 -1.034
```

Results
total charge: 0
energy: -46714.1353 eV
SMILES string: CCOc1ccc(S(=O)(=O)N2CCN(c3ccccc3OC)CC2)c2cccnc12
LUMO energy: -0.12 eV
2S+1: 1

=====

No. 3
The molecule C22H25N3O5, computed with ωB97M-V/def2-TZVPD.

Geometry as XYZ:
```
55
Properties=species:S:1:pos:R:3
C -2.217 -2.663 1.725
C -1.382 -1.687 0.919
O -0.221 -2.369 0.434
C 0.423 -1.785 -0.576
O 0.028 -0.794 -1.156
N 1.554 -2.464 -0.939
C 2.500 -1.752 -1.778
C 3.607 -1.131 -0.887
N 3.104 -1.026 0.465
C 2.321 0.028 0.865
O 1.466 -0.095 1.724
C 2.692 1.358 0.308
C 4.031 1.740 0.354
C 4.417 3.021 0.011
C 3.457 3.942 -0.378
C 2.125 3.584 -0.425
C 1.721 2.295 -0.079
N 0.380 1.929 -0.149
C -0.681 2.742 0.143
O -0.580 3.906 0.472
C -1.995 2.047 0.048
C -2.307 1.199 -1.006
C -3.544 0.579 -1.070
C -4.484 0.793 -0.067
O -5.716 0.214 -0.016
C -6.091 -0.665 -1.048
C -4.178 1.663 0.982
C -2.954 2.292 1.028
C 2.881 -2.324 1.079
C 2.217 -3.277 0.060
H -2.524 -3.502 1.105
H -3.101 -2.152 2.096
H -1.645 -3.041 2.568
H -1.046 -0.849 1.540
H -1.944 -1.287 0.069
H 2.925 -2.451 -2.504
H 1.946 -0.976 -2.308
H 3.889 -0.150 -1.265
H 4.494 -1.771 -0.866
H 4.768 1.027 0.696
H 5.458 3.302 0.059
H 3.749 4.947 -0.644
H 1.377 4.303 -0.715
H 0.180 0.942 -0.279
H -1.589 1.018 -1.790
H -3.760 -0.068 -1.906
H -5.424 -1.532 -1.101
H -7.097 -1.000 -0.798
H -6.110 -0.161 -2.020
H -4.923 1.830 1.743
H -2.717 2.974 1.830
H 2.228 -2.163 1.938
H 3.841 -2.724 1.421
H 2.959 -3.890 -0.457
H 1.491 -3.928 0.544
```

Results
total charge: 0
energy: -37929.1619 eV
SMILES string: CCOC(=O)N1CCN(C(=O)c2ccccc2NC(=O)c2ccc(OC)cc2)CC1
LUMO energy: 0.66 eV
2S+1: 1